Entry 1:
ORCA calculation (the ωB97M-V functional and the def2-TZVPD basis) on a 4-piece molecular cluster, C22H30N4O4S overall.

```
61
Properties=species:S:1:pos:R:3:forces:R:3
C -0.884 -2.519 2.373 0.62 0.37 -0.36
C -1.282 -1.072 2.180 0.02 -0.20 0.09
O -1.731 -0.417 3.098 -0.18 -0.07 -0.43
N -1.144 -0.569 0.873 0.00 0.75 0.46
C -1.877 0.690 0.718 -0.04 -0.05 0.18
C 0.286 -0.439 0.516 0.05 -0.80 -0.21
C 0.533 -0.344 -0.989 -0.57 0.35 -0.08
C 0.483 1.054 -1.641 0.48 -0.40 -0.23
C 1.050 2.174 -0.810 -0.28 0.08 0.02
O 2.458 1.873 -0.582 -0.09 0.62 -0.09
S 3.224 2.754 0.517 -0.05 -0.39 0.60
O 2.570 2.527 1.787 0.12 -0.06 -0.04
O 2.690 4.237 0.050 -0.02 -0.08 -0.20
H -1.755 -3.086 2.688 -0.01 -0.01 0.12
H -0.095 -2.564 3.122 -0.18 -0.14 0.22
H -0.483 -2.932 1.450 -0.18 -0.16 -0.01
H -1.463 1.484 1.346 0.06 0.06 -0.05
H -2.905 0.536 1.040 -0.03 0.01 -0.05
H -1.880 0.996 -0.323 0.06 -0.06 -0.05
H 0.752 0.364 1.098 -0.04 0.12 -0.06
H 0.762 -1.363 0.847 0.07 0.06 0.04
H 1.476 -0.830 -1.237 0.14 0.12 0.16
H -0.241 -0.950 -1.460 0.12 -0.15 -0.06
H -0.527 1.299 -1.969 -0.05 0.17 0.19
H 1.077 0.999 -2.559 -0.07 0.06 -0.06
H 0.986 3.136 -1.316 0.02 -0.05 -0.13
H 0.536 2.274 0.146 0.12 -0.04 0.08
H 3.410 4.862 0.205 0.01 0.09 -0.01
N -4.166 -3.431 6.627 0.02 0.03 -0.01
C -3.454 -2.838 5.670 -0.02 -0.05 -0.01
C -2.958 -1.545 5.752 0.07 0.05 0.01
C -3.226 -0.825 6.906 0.00 0.01 0.01
C -3.966 -1.421 7.915 0.01 0.01 -0.02
C -4.410 -2.722 7.727 -0.02 -0.05 0.01
H -3.274 -3.442 4.785 0.03 0.03 -0.02
H -2.383 -1.116 4.935 -0.18 -0.13 0.19
H -2.862 0.189 7.017 0.00 0.00 0.00
H -4.197 -0.892 8.830 -0.01 -0.01 0.01
H -4.990 -3.224 8.493 0.00 0.03 0.02
N -0.381 -3.096 -2.630 -0.03 -0.13 -0.06
C 0.663 -3.139 -3.454 0.00 0.07 0.04
C 0.956 -4.223 -4.267 -0.01 -0.02 0.00
C 0.119 -5.326 -4.220 0.00 -0.02 -0.01
C -0.972 -5.298 -3.367 0.02 0.01 -0.01
C -1.178 -4.163 -2.597 -0.02 0.05 0.05
H 1.296 -2.257 -3.459 0.02 -0.01 -0.03
H 1.819 -4.201 -4.919 0.01 0.01 0.00
H 0.314 -6.192 -4.839 0.00 0.00 0.00
H -1.651 -6.136 -3.298 -0.01 0.00 0.01
H -2.021 -4.100 -1.919 -0.01 -0.03 -0.01
N 2.369 6.402 -4.263 0.02 -0.03 0.00
C 3.027 5.981 -5.340 -0.03 0.05 0.00
C 3.739 4.791 -5.391 0.00 -0.01 0.02
C 3.770 3.994 -4.259 0.01 -0.02 -0.01
C 3.091 4.418 -3.127 0.02 -0.05 -0.03
C 2.408 5.623 -3.183 -0.03 0.06 0.00
H 2.981 6.634 -6.205 0.02 -0.03 -0.02
H 4.253 4.500 -6.297 0.00 0.01 -0.01
H 4.314 3.057 -4.257 0.00 0.00 0.00
H 3.083 3.836 -2.216 0.02 0.01 -0.16
H 1.861 5.986 -2.319 0.01 -0.03 0.02
```
Positions in Å, forces in eV/Å.

HOMO level = -0.3403 Ha
spin multiplicity = 1
molecular weight = 446.57 g mol⁻¹
calculated total energy = -1774.44029 a.u.
net charge = 0
orbital gap = 9.615 eV

Entry 2:
ORCA calculation (the ωB97M-V functional and the def2-TZVPD basis) on one molecule with the formula C22H30N4O6S.

```
63
Properties=species:S:1:pos:R:3:forces:R:3
C -3.976 -2.408 -1.625 0.30 0.27 -0.14
C -2.638 -2.101 -2.278 -0.02 -0.65 0.23
O -2.520 -0.691 -2.487 -0.17 0.31 -0.09
C -1.535 -0.053 -1.848 0.28 0.10 -0.20
O -0.633 -0.596 -1.247 0.02 -0.18 0.09
N -1.610 1.302 -2.011 -0.06 0.00 -0.20
C -0.894 2.129 -1.062 0.22 -0.02 0.13
C -1.891 2.716 -0.029 0.22 0.12 0.05
N -3.077 1.892 0.010 -0.12 0.13 -0.28
C -3.382 0.916 0.911 0.03 0.20 0.35
O -4.213 0.065 0.658 -0.18 -0.34 0.15
C -2.773 1.004 2.298 0.22 -0.11 -0.01
C -2.016 -0.262 2.705 -0.50 0.29 0.37
N -0.817 -0.542 1.922 0.08 -0.02 -0.20
C -0.681 -1.778 1.343 0.24 -0.63 -0.13
S -1.829 -2.961 1.389 -0.43 -0.50 -0.08
N 0.500 -2.067 0.743 -0.05 0.00 0.07
C 1.507 -1.161 0.553 0.23 0.88 0.35
C 2.651 -1.478 -0.178 0.11 -0.04 -0.14
C 3.651 -0.538 -0.349 -0.06 0.18 0.08
O 4.785 -0.714 -1.058 -0.21 0.27 0.23
C 5.080 -1.974 -1.630 0.16 -0.50 -0.08
C 5.596 -2.977 -0.602 -0.17 0.36 -0.14
C 3.515 0.755 0.237 -0.08 -0.02 0.03
O 4.565 1.589 0.016 0.01 -0.29 -0.10
C 4.480 2.936 0.436 -0.10 0.42 0.00
C 3.573 3.776 -0.458 0.19 -0.34 0.16
C 2.388 1.049 0.969 0.22 -0.07 -0.11
C 1.374 0.098 1.133 0.15 -0.45 -0.24
C 0.177 0.430 1.893 0.34 0.08 -0.06
O 0.026 1.493 2.471 0.07 0.03 0.07
C -3.823 1.927 -1.240 -0.31 -0.09 -0.11
C -2.853 1.909 -2.435 -0.15 -0.02 -0.01
H -4.078 -1.846 -0.699 0.01 -0.02 0.05
H -4.793 -2.139 -2.290 -0.14 -0.01 -0.06
H -4.031 -3.468 -1.396 -0.03 -0.16 0.00
H -1.812 -2.431 -1.641 -0.15 0.03 -0.15
H -2.553 -2.578 -3.259 0.03 0.10 0.10
H -0.382 2.933 -1.599 0.01 -0.01 0.08
H -0.150 1.498 -0.575 -0.06 0.15 -0.07
H -1.406 2.777 0.941 -0.06 0.05 -0.05
H -2.197 3.725 -0.328 0.04 -0.03 0.07
H -3.626 1.077 2.979 0.01 0.01 -0.09
H -2.148 1.878 2.443 -0.16 -0.06 0.02
H -1.710 -0.157 3.752 -0.04 -0.05 -0.11
H -2.676 -1.125 2.601 0.21 0.21 0.07
H 0.538 -2.961 0.273 -0.14 0.16 0.15
H 2.721 -2.459 -0.619 0.09 -0.11 -0.07
H 5.864 -1.758 -2.360 -0.18 -0.05 0.04
H 4.209 -2.370 -2.165 0.07 0.10 0.00
H 5.862 -3.906 -1.099 0.02 -0.12 -0.04
H 6.476 -2.575 -0.108 0.09 0.00 0.05
H 4.844 -3.185 0.155 -0.03 -0.07 0.07
H 5.508 3.300 0.369 -0.15 -0.03 0.10
H 4.159 2.996 1.483 0.09 -0.04 -0.05
H 2.547 3.420 -0.417 -0.11 0.04 -0.02
H 3.601 4.813 -0.135 -0.03 0.13 0.03
H 3.917 3.717 -1.488 0.02 0.03 -0.09
H 2.238 2.006 1.441 0.05 0.12 0.01
H -4.468 1.047 -1.251 0.09 0.19 -0.05
H -4.445 2.829 -1.260 0.00 -0.05 -0.04
H -2.619 2.921 -2.774 -0.02 -0.06 -0.03
H -3.271 1.345 -3.267 -0.01 0.18 0.05
```
Positions in Å, forces in eV/Å.

HOMO level = -0.2834 Ha
spin multiplicity = 1
SMILES = CCOC(=O)N1CCN(C(=O)CCn2c(=S)[nH]c3cc(OCC)c(OCC)cc3c2=O)CC1
molecular weight = 478.57 g mol⁻¹
calculated total energy = -1925.06151 a.u.
net charge = 0
orbital gap = 8.263 eV

Entry 3:
ORCA calculation (the ωB97M-V functional and the def2-TZVPD basis) on C22H30N5O5S4SeTl as an isolated structure.

```
68
Properties=species:S:1:pos:R:3:forces:R:3
Tl -1.116 -0.238 0.451 0.06 0.42 0.47
O -3.348 3.239 1.627 -0.04 -0.11 0.12
C -2.988 2.111 1.295 0.15 0.20 -0.25
N -1.938 1.807 0.544 0.09 -0.53 -0.05
C -1.055 2.832 0.081 -0.05 -0.01 0.16
C -0.495 2.449 -1.262 0.04 0.11 -0.07
C 0.059 3.409 -2.104 0.05 -0.07 -0.04
C 0.500 3.036 -3.359 -0.01 -0.01 0.05
C 0.375 1.711 -3.749 -0.08 -0.05 -0.03
C -0.141 0.811 -2.839 -0.04 0.06 -0.11
N -0.559 1.170 -1.626 0.02 -0.27 0.04
C -3.841 0.920 1.659 -0.18 0.00 0.06
C -4.825 1.068 2.626 -0.08 0.03 0.02
C -5.657 0.000 2.902 0.05 0.02 -0.08
C -5.511 -1.165 2.164 -0.01 -0.03 -0.01
C -4.505 -1.221 1.219 -0.16 0.05 0.02
N -3.664 -0.216 0.984 -0.11 -0.11 0.00
H -0.222 2.965 0.781 -0.02 0.06 -0.02
H -1.596 3.778 0.007 0.01 0.00 -0.06
H 0.116 4.436 -1.767 -0.02 0.00 0.00
H 0.930 3.767 -4.032 -0.04 0.02 0.00
H 0.676 1.380 -4.732 0.04 -0.03 0.03
H -0.248 -0.237 -3.091 0.07 0.01 -0.02
H -4.918 2.021 3.125 0.06 0.01 -0.01
H -6.420 0.076 3.665 0.00 0.01 0.01
H -6.155 -2.018 2.324 0.00 -0.01 -0.02
H -4.376 -2.111 0.617 0.02 -0.04 0.02
C 1.426 -2.717 -1.008 -0.13 0.36 0.42
C 0.239 -3.372 -1.698 -0.25 0.18 -0.01
S -1.294 -2.382 -1.739 -0.05 -0.09 0.18
C -2.456 -3.617 -1.071 0.18 0.24 -0.15
C -2.159 -4.174 0.315 -0.04 0.37 0.42
S -1.963 -2.884 1.599 0.09 -0.32 -0.29
C -0.446 -3.429 2.404 -0.16 0.10 -0.09
C 0.824 -3.471 1.567 0.07 0.41 0.06
S 1.250 -1.946 0.655 -0.21 -0.40 -0.80
H 1.802 -1.902 -1.620 0.12 -0.05 -0.09
H 2.220 -3.459 -0.910 0.06 0.04 -0.10
H -0.025 -4.325 -1.244 0.07 -0.02 -0.01
H 0.507 -3.560 -2.739 0.02 -0.09 0.02
H -2.481 -4.432 -1.796 -0.13 -0.01 0.01
H -3.421 -3.111 -1.091 -0.04 -0.05 -0.04
H -1.261 -4.787 0.321 -0.04 -0.06 -0.05
H -2.999 -4.802 0.615 0.04 -0.11 -0.08
H -0.640 -4.416 2.827 0.07 0.00 0.04
H -0.324 -2.706 3.206 0.06 -0.01 0.08
H 0.821 -4.293 0.852 0.03 -0.03 0.05
H 1.651 -3.593 2.265 0.02 -0.15 -0.01
C 3.618 2.278 0.855 -0.10 -0.03 0.21
N 4.155 2.403 -0.478 0.03 0.01 -0.22
C 5.312 3.241 -0.756 0.05 -0.02 0.09
C 5.546 3.029 -2.257 -0.03 0.04 -0.10
N 4.772 1.822 -2.504 0.14 0.14 0.14
C 3.906 1.553 -1.489 0.17 0.08 -0.12
S 2.769 0.349 -1.555 -0.04 -0.11 0.03
H 3.330 3.259 1.235 0.02 0.00 -0.03
H 4.352 1.838 1.537 0.03 0.02 -0.04
H 2.737 1.639 0.840 -0.05 -0.01 -0.02
H 6.170 2.914 -0.160 -0.02 -0.01 0.00
H 5.102 4.282 -0.509 0.02 -0.01 0.02
H 6.597 2.876 -2.501 0.00 0.05 0.05
H 5.176 3.876 -2.843 -0.03 -0.03 0.02
H 4.574 1.476 -3.424 -0.05 -0.06 0.01
O 1.321 -1.108 3.051 0.08 -0.41 0.09
Se 0.338 0.185 3.021 0.71 -0.22 0.70
O 0.611 0.993 1.600 -0.06 -0.03 -0.57
O -1.218 -0.383 2.794 -0.35 -0.15 -0.58
O 0.486 1.078 4.324 -0.11 0.70 0.54
```
Positions in Å, forces in eV/Å.

HOMO level = -0.2998 Ha
spin multiplicity = 1
molecular weight = 856.12 g mol⁻¹
calculated total energy = -5672.87211 a.u.
net charge = 0
orbital gap = 7.039 eV